14
Properties=species:S:1:pos:R:3:forces:R:3 method="wB97M-V/def2-TZVPD" relative_energy_kj_mol=258.5 homo_energy_ev=-7.49 energy_ev=-10306.92456 charge=0
C -1.146976 -0.276062 0.020005 -0.2 4.1 1.1
C -1.304067 1.182096 0.156625 3.1 -4.4 -1.9
C 0.725341 0.715138 -0.168084 1.7 1.0 0.2
C 2.102937 0.157552 0.106147 3.6 2.7 0.8
C 1.516861 -1.250124 -0.057920 -0.7 0.3 1.8
H -2.899515 -0.972573 -0.207570 0.2 0.2 0.0
H -2.116448 1.796492 0.111171 -2.4 1.0 0.0
H 2.389054 0.466179 1.238639 -0.6 -1.1 -2.4
H 3.052671 0.443012 -0.499457 -1.8 -0.5 0.7
H 1.609219 -1.751550 0.910963 0.1 -0.6 -0.5
H 1.829604 -1.874399 -0.918994 -0.7 0.6 0.4
N -0.071354 1.743934 -0.136278 0.7 -0.5 1.0
N 0.186663 -0.506696 -0.027003 -1.1 -0.3 -1.6
O -2.004540 -1.242428 0.020946 -1.9 -2.6 0.2

---

13
Properties=species:S:1:pos:R:3:forces:R:3 method="wB97M-V/def2-TZVPD" relative_energy_kj_mol=161.2 homo_energy_ev=-8.65 energy_ev=-27961.60788 charge=0
C 0.488049 -0.311603 -0.442908 1.4 -0.5 -2.4
C -0.365729 0.336562 0.578591 -1.9 -0.8 0.8
C 1.197313 -1.644209 -0.011501 -1.9 1.6 -1.1
C -1.003491 1.644288 0.352779 -0.1 2.1 -1.9
O 0.639951 0.253560 -1.529600 -0.3 -0.9 1.9
S -0.378009 -0.035594 2.254947 1.0 -1.1 1.8
S -1.736756 -1.100952 1.136088 0.6 1.4 -0.6
H 2.004317 -1.164922 0.502210 1.0 -0.5 0.6
H 1.534919 -2.252351 -0.905594 -0.6 0.7 1.3
H 0.413679 -2.012935 0.700374 1.5 -0.8 -0.7
H -1.724652 1.485525 -0.474827 0.2 0.7 0.5
H -0.257367 2.446414 -0.024600 -1.0 -1.4 0.6
H -1.481148 2.035017 1.277511 0.2 -0.4 -0.9

---

30
Properties=species:S:1:pos:R:3:forces:R:3 method="wB97M-V/def2-TZVPD" homo_energy_ev=-15.96 energy_ev=-18362.28746 charge=+2
C 1.305040 2.520996 0.142662 0.7 -1.0 -0.4
C 0.051074 2.995939 0.275464 -1.1 -1.7 -0.7
C 1.528910 1.143286 -0.048517 1.8 0.8 0.2
C 0.523202 0.211548 -0.093764 0.9 1.4 -0.7
C -0.707034 0.778002 -0.011636 -3.7 -3.0 0.1
C -0.994872 2.085823 0.131006 -0.7 0.3 0.5
C 2.976953 0.741069 -0.160042 1.1 -1.2 0.3
C 0.803888 -1.211633 -0.132576 1.7 -1.2 1.8
C -3.394384 -1.080121 1.154350 -0.3 -0.5 0.9
C 3.296894 -0.770224 0.315736 0.7 1.8 -0.9
C -3.186099 -1.767992 -0.203875 0.8 -3.0 0.6
C -2.592476 -0.512975 0.089186 5.9 3.4 -0.9
N 2.354640 -1.624276 -0.470001 -3.3 2.0 1.3
N -3.560924 -0.620199 -0.984867 -5.0 2.3 2.1
F -2.273635 2.437167 0.188187 0.0 0.4 0.0
H 2.144788 3.198706 0.132056 0.1 0.0 0.2
H -0.175765 3.986528 0.397350 -0.5 2.4 0.4
H 3.396063 1.025775 -1.140000 -0.4 -1.0 -0.3
H 3.579307 1.437091 0.395400 0.2 0.0 1.0
H 0.493377 -1.483401 0.916122 0.8 -1.0 -1.1
H 0.305622 -1.725519 -0.888109 -1.3 -1.0 -1.0
H -4.405478 -0.761178 1.398642 0.0 0.3 -0.1
H -2.802915 -1.353555 2.061851 -0.5 -0.3 -1.1
H 4.297389 -1.131711 0.023366 -0.2 0.6 0.1
H 3.222589 -0.936754 1.429898 -0.5 0.1 -1.3
H -2.991636 -2.772833 -0.633419 -0.1 1.0 0.6
H 2.455932 -2.578553 -0.216881 0.1 -1.3 0.1
H 2.390039 -1.532170 -1.493972 0.7 0.1 0.4
H -3.576969 -0.518729 -1.979457 1.3 -0.1 -0.8
H -4.463509 -0.180118 -0.594157 1.0 -0.7 -1.3

---

20
Properties=species:S:1:pos:R:3:forces:R:3 method="wB97M-V/def2-TZVPD" relative_energy_kj_mol=455.4 homo_energy_ev=-9.00 energy_ev=-16403.18980 charge=0
C 1.091542 2.131072 0.208443 0.5 -2.4 0.4
C 0.337268 2.003053 1.438669 -1.5 2.3 0.8
C -2.062822 0.090861 -0.334492 2.7 -1.5 2.0
C 0.788256 -1.245860 -1.074627 -2.3 2.0 -0.4
C 1.266074 -0.224168 0.125873 -1.2 -3.0 0.2
C 0.183933 -0.242926 1.240262 0.0 -3.4 -2.5
N 1.518716 1.032290 -0.291466 1.4 3.5 -2.8
N -0.010906 0.903392 1.967352 -0.8 0.1 0.3
N -1.248026 -0.937889 0.187387 2.8 1.5 2.8
N -0.589934 -1.801620 -0.680885 1.2 1.6 -0.6
O -2.558842 -0.358769 -1.418786 -2.7 0.4 -4.5
O -2.261450 1.121802 0.250381 -0.6 -0.1 -0.7
H 1.516952 3.046098 -0.171077 -0.4 0.4 -0.1
H -0.075188 2.927275 1.938856 0.9 -0.9 -0.3
H 0.798635 -0.719309 -2.114344 -0.3 -0.6 2.0
H 1.421063 -2.073435 -1.171510 1.1 -1.2 0.0
H 2.285674 -0.689010 0.232888 -0.8 0.3 1.0
H 0.177575 -1.169567 1.799299 0.2 0.2 0.5
H -2.106608 -1.097463 -1.909450 -0.1 0.8 1.6
H -0.471912 -2.695828 -0.222772 0.0 0.1 0.1

---

103
Properties=species:S:1:pos:R:3:forces:R:3 method="wB97M-V/def2-TZVPD" homo_energy_ev=-9.53 energy_ev=-82079.01047 charge=0
C 3.872270 -1.021901 1.123292 -0.3 -0.6 -0.3
O 4.256604 -0.269668 -0.022969 0.2 0.0 1.0
C 4.759690 1.033020 0.301309 -0.2 0.6 -2.1
C 3.749812 2.070362 -0.282798 0.2 -0.5 1.4
C 2.669720 2.406676 0.804386 0.2 -0.7 -1.0
C 1.211225 2.263738 0.280646 0.1 -0.2 0.4
Si 0.195003 0.962181 1.184441 0.2 0.9 0.1
F 0.550950 -0.552820 0.663502 -0.4 0.9 0.2
O -1.424907 1.372504 1.038417 0.8 -1.6 -0.8
Si -2.361200 0.529984 -0.127873 -0.4 0.7 0.5
H 2.986649 -1.613789 0.856046 0.1 0.2 0.1
H 4.643851 -1.752989 1.413604 0.0 0.4 0.1
H 3.603040 -0.381246 1.970939 0.1 -0.1 -0.1
H 5.694258 1.178273 -0.274824 -0.1 -0.2 0.6
H 4.927437 1.188403 1.364352 0.0 -0.2 -0.1
H 4.301291 2.964713 -0.597401 -0.2 -0.1 0.0
H 3.300394 1.584325 -1.156220 0.1 0.2 0.1
H 2.821527 1.699423 1.630945 0.0 0.3 0.0
H 2.870508 3.409297 1.176312 -0.4 -0.2 0.2
H 0.706196 3.223301 0.457133 -0.2 -0.3 -0.4
H 1.199046 1.997754 -0.787602 -0.1 0.4 0.2
H 0.589709 0.996612 2.607709 -0.2 -0.2 0.0
H -3.506463 -0.069450 0.586537 0.0 0.1 0.0
H -2.790861 1.478262 -1.161059 0.1 0.0 0.2
H -1.652699 -0.553709 -0.801817 0.5 0.0 0.3
O -4.835620 2.275458 -1.779403 -0.5 0.0 0.1
H -5.464858 1.687183 -2.209642 0.1 0.0 -0.1
H -5.386836 2.870385 -1.251459 0.2 0.2 0.0
O -2.403666 -2.170307 -2.268565 -0.2 0.0 -0.1
H -2.471878 -2.387357 -3.204688 0.0 -0.1 0.0
H -1.582274 -2.592760 -1.996900 0.0 -0.1 -0.1
O -4.695328 4.738574 0.173755 -0.1 -0.1 -0.1
H -4.096081 4.471267 0.880935 0.1 -0.2 0.2
H -4.115578 5.112734 -0.497735 0.0 0.0 0.0
O -3.158457 3.321737 2.716124 0.2 0.1 0.0
H -3.124086 2.864828 3.564608 -0.3 0.0 0.0
H -2.392904 2.984837 2.233041 0.0 -0.1 -0.1
O 2.053423 -3.810741 -1.780435 -0.1 0.4 0.0
H 1.935168 -2.970051 -1.323727 -0.1 -0.1 0.1
H 2.918844 -3.732462 -2.205668 -0.1 -0.2 -0.1
O -1.014002 5.165529 1.794015 0.0 0.0 -0.1
H -1.657699 5.465652 2.448004 -0.3 0.0 -0.1
H -0.354744 5.868812 1.763100 0.0 0.3 -0.1
O 3.900708 -5.073893 -3.398026 0.2 -0.3 0.0
H 3.537181 -5.907615 -3.069356 -0.2 0.1 0.1
H 3.829335 -5.145813 -4.355726 0.0 0.1 0.0
O 6.583857 -6.125714 -2.546003 -0.2 -0.1 0.0
H 5.680932 -5.791555 -2.650130 0.1 0.2 -0.2
H 7.140335 -5.355148 -2.686692 0.1 0.0 0.1
O 0.985448 4.042555 3.183505 0.3 -0.4 0.3
H 0.203159 4.236002 2.645432 -0.2 0.1 0.0
H 0.718334 3.304491 3.739975 0.1 0.0 0.0
O -7.576631 2.256849 -0.208588 0.2 -0.1 0.0
H -7.824102 2.679418 0.619398 0.0 0.1 0.0
H -6.784683 1.752372 0.014368 0.0 -0.1 0.0
O -4.188177 6.719921 2.126124 -0.1 0.1 0.2
H -4.884358 6.222219 1.677469 0.1 0.0 -0.2
H -4.656339 7.312743 2.721089 0.1 0.0 0.0
O 5.788272 3.116378 2.165920 0.1 0.2 0.2
H 5.479828 3.578833 2.952595 -0.1 0.0 0.0
H 6.617339 2.711127 2.441582 0.0 0.0 -0.1
O -0.666915 -4.359558 -3.461655 0.1 0.1 0.1
H 0.251837 -4.170548 -3.223590 0.1 0.0 0.1
H -0.967308 -4.959732 -2.771694 0.0 -0.1 0.0
O 2.973669 5.374718 -0.276397 0.0 0.2 -0.2
H 2.984260 5.094245 -1.196824 0.0 0.0 0.0
H 3.814132 5.061540 0.073057 0.0 0.0 0.1
O -4.658608 -2.478911 -0.416711 -0.2 0.0 0.2
H -4.086791 -2.644975 0.340208 0.1 -0.1 -0.1
H -4.052849 -2.141010 -1.095234 0.0 -0.2 0.0
O 4.888853 -8.152518 -0.978983 -0.1 0.0 -0.2
H 5.549679 -7.561139 -1.355215 0.2 0.0 0.1
H 5.074086 -9.003310 -1.395754 0.0 0.0 -0.1
O 5.627320 -10.395103 -3.172653 -0.1 0.1 0.0
H 4.949817 -10.938644 -3.586633 0.0 -0.1 0.1
H 5.881348 -9.769545 -3.858823 0.1 0.0 0.0
O 7.731783 0.312596 -1.495023 0.0 -0.2 0.1
H 6.928146 0.448214 -2.006028 0.0 0.1 -0.1
H 7.511528 -0.415609 -0.901208 -0.1 0.0 0.0
O -5.545131 -1.898586 2.688280 0.1 -0.3 0.0
H -5.955796 -2.707384 3.012088 -0.2 0.1 0.0
H -5.621956 -1.967845 1.727665 0.0 0.1 -0.1
O -3.632580 2.971982 5.874445 0.2 0.1 -0.1
H -4.272389 3.271601 6.526696 -0.1 -0.1 0.0
H -2.975889 3.676011 5.851628 0.0 0.0 0.0
O -5.935117 -5.093109 -2.125797 0.0 -0.1 0.1
H -5.991343 -4.245731 -1.666589 0.0 0.1 -0.1
H -5.073000 -5.067629 -2.548260 0.0 0.0 0.0
O 10.282165 -0.609344 -0.479724 -0.1 0.0 0.0
H 10.687383 -1.060870 -1.224898 0.0 0.0 0.0
H 9.542164 -0.125533 -0.869239 0.2 0.1 -0.1
O -8.899055 0.061628 -1.759611 0.1 -0.1 -0.3
H -9.601480 0.297125 -1.148185 0.0 0.0 0.1
H -8.372094 0.866436 -1.822960 -0.1 0.0 0.2
O -7.148671 -2.491591 -3.229464 -0.1 0.2 0.1
H -7.819016 -3.034177 -3.654212 0.1 -0.1 0.0
H -7.653014 -1.857477 -2.703587 0.0 0.1 0.0
O 0.813713 7.552773 0.560289 -0.2 -0.1 -0.1
H 1.529110 8.086818 0.203692 0.1 0.0 0.1
H 0.853074 6.740794 0.042414 0.2 0.0 0.0
O -3.242127 -3.359684 4.257203 -0.1 -0.1 0.0
H -4.027668 -3.067429 3.777465 0.2 0.3 -0.1
H -3.552220 -4.079278 4.814539 0.1 0.0 0.0